(1)
14
Properties=species:S:1:pos:R:3:forces:R:3:nbo_charge:R:1 method="wB97M-V/def2-TZVPD" e_lumo_ev=0.77 e_tot_ha=-2930.3041 charge=0 smiles="C=C(C)Br.FCF"
C -2.272 -0.673 -0.361 1.2 -1.4 1.9 -0.420
C -1.299 -0.144 0.405 -1.9 -0.6 -0.7 -0.050
C -0.561 -0.673 1.584 -1.9 1.1 1.2 -0.666
Br -0.920 1.688 0.263 0.0 1.0 -0.6 0.027
H -2.676 -1.669 -0.165 0.7 -0.1 0.4 0.203
H -2.814 -0.315 -1.178 -0.3 1.6 -1.0 0.214
H -0.437 -1.715 1.652 -0.1 -1.4 0.0 0.227
H -0.988 -0.235 2.536 -0.1 -0.8 -0.9 0.229
H 0.357 -0.196 1.588 2.2 0.5 -0.2 0.238
F 3.637 0.970 -1.171 -0.5 0.0 -0.3 -0.357
C 2.281 0.794 -1.326 0.3 2.1 0.0 0.438
F 1.851 0.157 -0.246 -0.4 -0.8 0.9 -0.342
H 1.766 1.794 -1.389 0.7 -0.8 0.2 0.132
H 2.075 0.216 -2.194 0.1 -0.7 -0.8 0.128

=====

(2)
16
Properties=species:S:1:pos:R:3:forces:R:3:nbo_charge:R:1 method="wB97M-V/def2-TZVPD" e_lumo_ev=-0.19 e_tot_ha=-2990.3970 charge=0 smiles="[O-][N+]#CBr.CC/C=N/O"
O 2.209 -2.527 -0.143 -1.0 0.0 -0.8 -0.401
N 2.938 -1.577 -0.267 0.1 -2.4 1.5 0.159
C 3.865 -0.941 0.025 0.4 0.9 -0.6 0.029
Br 4.830 0.459 -0.408 1.0 1.2 -0.2 0.220
C 0.273 0.149 -1.625 1.1 -0.7 -0.5 -0.622
C -0.060 -0.543 -0.243 2.3 2.9 -1.6 -0.460
C 0.721 -0.033 0.945 0.0 -1.1 0.5 0.080
N 1.704 0.759 0.876 -0.3 1.9 -0.3 -0.179
O 2.335 1.157 2.101 -0.8 -1.4 0.0 -0.587
H 1.402 0.079 -1.781 -1.4 -0.2 0.1 0.207
H 0.107 1.244 -1.771 -0.4 -0.9 0.7 0.221
H -0.222 -0.399 -2.484 0.5 0.6 1.1 0.215
H 0.175 -1.551 -0.259 1.1 -2.1 -0.6 0.246
H -1.065 -0.671 -0.050 -2.5 0.9 0.7 0.221
H 0.473 -0.671 1.797 0.1 0.8 0.7 0.176
H 2.802 1.987 1.932 -0.3 -0.3 -0.7 0.477